[1]
A cluster of 2 separate species, C5H16N2O2 in total in a non-equilibrium geometry. Source: the OMol25 dataset; level of theory: wB97M-V/def2-TZVPD.

```
25
Properties=species:S:1:pos:R:3:mulliken_charge:R:1
H -1.7434 -3.4658 -1.0985 0.309
C 1.7143 -0.2060 -2.5987 -1.408
H -0.2336 -1.0654 2.6920 0.394
H 1.3986 0.1372 0.1618 0.497
C -0.1391 -0.1206 2.0827 -0.381
H 0.3056 -1.6346 -1.3589 0.083
H 0.9538 2.5062 2.4987 0.255
H 2.0107 -0.9228 -3.3488 0.398
H 1.0335 0.0888 1.9223 0.138
H -1.7402 -2.0627 -0.5194 0.346
H 2.5926 0.1574 -2.1094 0.336
N -0.6178 -0.5259 0.7137 -0.295
N -0.0028 2.3513 2.1360 -0.532
C -0.6636 1.1792 2.5903 -0.559
H 1.4993 0.6038 -3.3069 0.406
O -0.7330 0.0164 -2.2261 -0.538
H -0.0681 2.4977 1.1811 0.238
H -0.4713 0.0437 -3.2303 0.310
C 0.4381 -0.4454 -1.6232 0.416
O -2.3368 -2.7716 -0.7973 -0.675
H -1.7503 1.3031 2.4478 0.339
H 0.2273 1.3553 -0.4576 0.049
C 0.4207 0.2150 -0.2104 -0.659
H -1.5322 -0.2284 0.6375 0.295
H -0.5620 0.9938 3.8215 0.236
```

Its largest force on an atom is 5.7 eV/Å. Its charge is 0. For the frontier orbital gap, the calculation gives 9.70 eV. As for the energy: -12516.820 eV. The energy above the lowest of the compared OMol25 structures with the same formula, charge and spin comes out at 346.3 kJ/mol.

---

[2]
An isolated molecule of C8H9NO3S in a non-equilibrium geometry. Source: the OMol25 dataset; level of theory: wB97M-V/def2-TZVPD.

```
22
Properties=species:S:1:pos:R:3:mulliken_charge:R:1
H 3.5180 -1.2329 0.9398 0.447
C -2.3885 -1.1179 -1.2027 -0.462
C 1.4683 -0.7254 0.8189 -0.531
C 2.8053 -0.6937 0.4597 -0.615
H 1.2049 -1.4338 1.5869 0.360
H -2.2149 -1.0252 -2.3108 0.282
C 0.6534 0.3081 0.3862 0.708
H 0.2436 1.9460 -0.8239 0.544
O -1.0382 -0.8436 1.6473 -0.500
H 4.3610 0.3839 -0.7564 0.258
C -0.6880 0.2127 0.8818 0.109
S -3.7077 -0.3471 -0.5896 0.130
O -1.5506 1.8188 -0.4753 -0.756
H -2.0080 -1.9766 -0.6428 0.302
O -2.8566 0.7685 0.9088 -0.763
H -1.9927 -0.6985 1.7614 0.421
N -1.6321 1.0127 0.4422 0.909
H 2.8077 1.9881 -1.6943 0.238
H -3.7623 -1.3116 0.3019 0.182
C 2.4113 1.2695 -0.8537 -0.219
C 3.2988 0.4077 -0.2926 -0.459
C 1.0673 1.2903 -0.4929 -0.584
```

Its largest force on an atom is 3.7 eV/Å. Its charge is 0. For the frontier orbital gap (alpha / beta), the calculation gives 7.01 / 7.01 eV. As for the energy: -26902.893 eV. The energy above the lowest of the compared OMol25 structures with the same formula, charge and spin comes out at 618.1 kJ/mol.

---

[3]
A structure of composition C6H7NO in a non-equilibrium geometry. Source: the OMol25 dataset; level of theory: wB97M-V/def2-TZVPD.

```
15
Properties=species:S:1:pos:R:3:lowdin_spin:R:1
C -1.4097 1.8594 -0.0377 0.498
C 2.8552 -0.6288 -0.8090 0.001
O 3.1908 -1.6742 -0.9669 0.000
H 0.1778 1.6548 1.5349 0.018
H -0.0119 -1.5833 1.4581 -0.001
H 2.3493 1.1203 -0.2019 0.002
C -1.8502 0.4168 -0.6502 0.474
H -2.3273 -0.1347 -1.5600 0.016
C -0.6217 1.2624 0.8388 0.459
H -0.1193 -1.9605 -0.1743 0.014
C -0.6955 -1.5584 0.6021 0.051
H -1.5554 -2.0357 0.8995 0.011
N 2.7381 0.5729 -0.8951 0.004
H -1.6355 2.8292 -0.3121 0.029
C -1.0847 -0.1400 0.2738 0.423
```

Its largest force on an atom is 8.2 eV/Å. Its charge is 0. For the frontier orbital gap (alpha / beta), the calculation gives 6.71 / 9.70 eV. As for the energy: -9866.465 eV. The energy above the lowest of the compared OMol25 structures with the same formula, charge and spin comes out at 120.7 kJ/mol. As for the spin multiplicity: 3. Its expectation value of S² is 2.00.

---

Q: Among the records above, which one has the lowest energy?
A: C8H9NO3S

---

Q: Number 2 is which compound?
A: C8H9NO3S